Entry from the Open Molecules 2025 dataset: a 18-piece molecular cluster, C58H122N14O22 overall in a non-equilibrium geometry (ωB97M-V/def2-TZVPD).

The calculation puts the largest force on an atom at 0.073 hartree/bohr. As for the electronic energy: -128029.845 eV. Its gap between HOMO and LUMO is 0.333 Eh.

```
! wB97M-V def2-TZVPD RIJCOSX def2/J DEFGRID3
* xyz 0 1
O 4.11521 -0.26096 -5.83396
C 4.54772 -0.36996 -4.75950
O 5.47628 -1.31760 -4.49988
C 5.86061 -1.28152 -3.13329
C 5.31905 0.00791 -2.56323
C 4.16079 0.30670 -3.44765
H 6.97089 -1.46050 -3.09698
H 5.31311 -2.00956 -2.58805
H 6.03863 0.82440 -2.28228
H 4.90597 -0.23375 -1.57455
H 3.82741 1.30656 -3.68061
H 3.34286 -0.37282 -3.11795
O -2.83519 -2.11836 -0.23504
C -3.89953 -1.75731 -0.68706
O -4.77133 -2.61712 -1.24427
C -6.03900 -1.98787 -1.57462
C -5.99310 -0.63571 -0.87174
C -4.51712 -0.36445 -0.55044
H -6.83826 -2.69212 -1.20410
H -5.99675 -1.87798 -2.64333
H -6.52298 -0.72523 0.05855
H -6.57361 0.09730 -1.41991
H -4.38196 -0.07079 0.47715
H -3.91975 0.34435 -1.10363
O -4.63452 2.15956 -5.10875
C -4.50458 1.02778 -5.40778
O -4.15389 0.11469 -4.49341
C -3.90965 -1.10519 -5.22564
C -3.68810 -0.74450 -6.71936
C -4.60482 0.41808 -6.81156
H -4.67905 -1.78030 -5.02023
H -3.00658 -1.53580 -4.80263
H -3.91928 -1.58808 -7.34304
H -2.63610 -0.48977 -6.80119
H -5.65029 0.12991 -6.95851
H -4.43966 1.24234 -7.50987
O -3.16498 -5.06568 4.63483
C -2.45554 -5.01160 3.67878
O -1.26506 -5.67959 3.59326
C -0.82534 -5.64035 2.15094
C -1.27479 -4.25320 1.72692
C -2.65838 -4.17204 2.43722
H -1.20183 -6.51890 1.74955
H 0.27174 -5.73777 2.08492
H -1.40281 -4.09241 0.60160
H -0.51823 -3.50886 2.03490
H -3.40719 -4.57289 1.75497
H -2.88470 -3.15093 2.55297
C 5.01134 -1.80291 4.71208
O 5.38884 -2.92450 4.77694
N 4.77444 -1.04359 3.64886
C 4.65811 -1.61704 2.34275
C 4.41132 0.39600 3.69412
H 4.82303 -1.22294 5.62508
H 4.84509 -0.87564 1.55732
H 3.64801 -2.03620 2.16191
H 5.51360 -2.31539 2.15762
H 4.39846 0.67148 4.75622
H 5.23117 0.90759 3.28490
H 3.46042 0.64453 3.21156
C 0.29211 -0.08821 -5.65231
O -0.56116 -0.73171 -5.10653
N 0.78404 1.12833 -5.37189
C 1.69441 1.63456 -6.36123
C 0.07616 2.06059 -4.44365
H 0.91423 -0.53297 -6.47327
H 1.92959 0.80294 -6.98941
H 2.61604 1.89294 -5.83431
H 1.36101 2.41861 -7.03315
H -0.48677 1.63320 -3.57873
H 0.88109 2.67148 -4.02245
H -0.64752 2.69546 -4.90819
C -1.16056 5.87052 -0.41082
O -0.03616 5.93352 0.17411
N -1.43423 5.34267 -1.59485
C -2.80325 5.25273 -2.00008
C -0.40228 4.66956 -2.43045
H -2.05075 6.42565 0.09553
H -3.55254 5.55146 -1.22237
H -3.00855 4.19348 -2.27982
H -3.01498 5.88917 -2.85653
H 0.24116 5.32296 -3.06468
H 0.24982 4.11717 -1.78012
H -1.02080 3.90921 -2.93200
C -1.52829 0.29843 5.78397
O -1.49189 1.46677 6.15641
N -0.52844 -0.53854 6.05078
C -0.24614 -1.84449 5.39119
C 0.54499 -0.08910 6.99503
H -2.33726 -0.06147 5.16282
H 0.24398 -2.45173 6.15673
H 0.30151 -1.64144 4.47507
H -1.19903 -2.34899 5.19202
H 0.25701 0.80343 7.55225
H 0.75653 -0.93890 7.68394
H 1.39734 0.16908 6.34177
C 3.36194 -3.46184 -0.54525
O 3.39258 -2.33530 -0.99823
N 3.73558 -4.59913 -1.12916
C 4.21291 -4.70039 -2.55974
C 3.50712 -5.87806 -0.51864
H 2.89767 -3.71375 0.48394
H 3.36437 -5.16838 -3.08154
H 5.08160 -5.36462 -2.54690
H 4.49334 -3.73332 -2.92622
H 3.02764 -5.68462 0.46691
H 2.82420 -6.45229 -1.09782
H 4.44593 -6.33736 -0.29921
C 0.79511 1.66576 3.68703
O 0.80274 0.53345 3.20115
N 0.17381 2.73615 3.22618
C 0.26090 4.07600 3.89833
C -0.68834 2.55731 2.07370
H 1.40481 1.92544 4.52584
H 0.47842 3.88423 4.92894
H -0.66232 4.60672 3.88944
H 1.00223 4.73742 3.41215
H -1.37116 3.37027 2.02274
H -0.16462 2.58261 1.13524
H -1.20620 1.57125 2.10181
C -4.42649 3.91913 2.74520
O -4.35042 4.00660 1.51623
N -4.51854 2.82193 3.49876
C -4.58216 2.93793 4.95574
C -4.47437 1.59115 2.82023
H -4.52727 4.78949 3.39995
H -3.65482 3.33517 5.33828
H -4.78998 1.96513 5.40877
H -5.48846 3.47904 5.28677
H -3.44241 1.25338 2.78394
H -5.01987 0.89909 3.40693
H -4.89610 1.80581 1.77236
C -1.73031 6.36473 -5.41798
O -0.59017 6.79752 -5.36210
N -2.17482 5.49012 -6.37399
C -3.47428 4.99949 -6.27297
C -1.24352 4.85728 -7.25237
H -2.47757 6.55653 -4.59254
H -3.48387 3.81217 -6.29103
H -4.13141 5.37071 -7.08018
H -3.90352 5.24315 -5.30048
H -0.23566 5.16211 -7.12354
H -1.34174 3.74232 -7.07583
H -1.52307 5.11702 -8.29492
C 5.15118 2.45697 0.88987
O 5.84371 1.65426 0.26889
N 3.77289 2.53926 0.85879
C 3.06142 3.47734 1.68569
C 2.91780 1.49444 0.25615
H 5.64734 3.22034 1.52275
H 3.70132 4.26022 2.00462
H 2.66269 3.03456 2.56837
H 2.28773 3.96374 1.11851
H 2.18434 1.07911 0.90371
H 2.28419 1.81301 -0.53452
H 3.55080 0.65201 -0.02693
C 3.76040 4.01947 -2.08035
O 3.05566 3.80309 -3.05740
N 3.77514 5.13893 -1.31630
C 5.03521 5.38043 -0.65127
C 2.89951 6.26648 -1.72181
H 4.49596 3.26791 -1.81690
H 5.75082 4.52241 -0.76265
H 4.85663 5.69530 0.42353
H 5.55182 6.25644 -1.03826
H 3.04396 7.01102 -0.88631
H 3.22895 6.70526 -2.66604
H 1.88970 5.98264 -1.73445
C 3.47284 -5.06923 3.68628
O 2.72019 -4.94136 2.71007
N 3.10348 -5.29467 4.93706
C 4.03665 -5.35646 6.04104
C 1.74551 -5.36045 5.32421
H 4.57118 -5.03129 3.57469
H 5.02372 -5.04515 5.77970
H 3.93982 -6.24358 6.56674
H 3.60963 -4.62082 6.76957
H 1.65033 -5.71807 6.35530
H 1.16563 -4.47066 5.11425
H 1.19310 -6.14934 4.75909
C -4.96424 -1.97977 4.44692
O -3.89111 -1.36213 4.15765
N -5.13034 -2.63014 5.61534
C -6.43683 -3.30397 5.87127
C -4.05430 -2.83917 6.58164
H -5.85907 -2.06220 3.79530
H -7.22949 -3.06542 5.17317
H -6.67400 -2.86547 6.82306
H -6.31467 -4.36238 5.80715
H -4.32292 -2.34788 7.56224
H -3.79355 -3.88937 6.69305
H -3.21009 -2.29819 6.10304
C 0.08124 -4.93247 -2.30179
O 1.05023 -5.61394 -2.00296
N -0.01587 -3.85362 -3.12829
C -1.32764 -3.23609 -3.38309
C 1.04520 -3.45066 -4.07262
H -0.87263 -4.98798 -1.71986
H -1.97072 -3.76783 -2.71752
H -1.64192 -3.46242 -4.45297
H -1.34164 -2.16092 -3.20666
H 0.65446 -3.62698 -5.07464
H 1.28448 -2.40545 -3.92092
H 1.93344 -4.04483 -3.86572
C -1.11907 0.39304 -0.72740
O -1.51793 0.92366 -1.71406
N 0.03146 -0.31433 -0.68487
C 0.98003 -0.32909 -1.79091
C 0.26725 -1.26394 0.44971
H -1.67329 0.38723 0.15668
H 1.01018 0.58472 -2.36012
H 0.71771 -1.02843 -2.60604
H 1.98573 -0.67916 -1.52037
H 0.68040 -2.20507 0.16417
H 0.89444 -0.82292 1.23047
H -0.75615 -1.47043 0.93167
*
```

Here are the Löwdin charges for atoms 1 to 2, given in e:
1 O 0.143
2 C -0.502